(1)
58
Properties=species:S:1:pos:R:3:mulliken_charge:R:1 method="wB97M-V/def2-TZVPD" multiplicity=1 charge=+1 relative_energy_ev=0.990
Re -2.2187 -0.5237 1.7491 -0.3792
S -2.0970 -2.3678 3.0866 -0.0965
C -2.9669 -3.6542 2.2886 0.5871
C -2.9415 -4.9206 2.9348 -0.1790
N -2.8893 -5.9251 3.4910 -0.3325
C -3.6336 -3.4005 1.1461 0.4871
S -3.6552 -1.7817 0.4953 -0.1115
C -4.3827 -4.3733 0.4284 -0.2431
N -4.9907 -5.1330 -0.1831 -0.3271
S 0.7396 4.1412 3.5402 -0.1538
Sb -0.9199 2.5710 4.2588 0.7634
S -3.5005 0.7619 3.0804 -0.0255
S -2.2469 2.0880 2.1209 -0.1090
S -1.0707 4.9721 4.1916 -0.1946
C 0.6075 -2.6375 -1.3355 -1.2482
C 0.2505 -1.5976 -2.3917 1.5534
C 1.3123 -1.5439 -3.4822 -1.7192
C -1.1287 -1.8686 -2.9796 -1.5091
O 0.1942 -0.2835 -1.7941 0.4346
Si 0.3421 0.3532 -0.3436 -0.9723
O -0.7629 -0.3822 0.7093 1.3236
O -0.2000 1.8840 -0.3514 0.2781
C -0.1666 2.8709 -1.4289 1.4647
C -0.9480 2.3582 -2.6366 -1.4462
C -0.8318 4.1317 -0.8959 -1.6385
C 1.2918 3.1373 -1.7854 -1.3958
O 1.8224 0.1001 0.2442 -0.0485
C 2.3973 0.0532 1.5646 1.6651
C 2.1291 -1.3203 2.1768 -1.4867
C 3.8908 0.2790 1.3851 -1.8464
C 1.7926 1.1574 2.4214 -0.9038
H 0.7098 -3.6214 -1.7903 0.5512
H -0.1750 -2.6854 -0.5727 0.0822
H 1.5512 -2.3719 -0.8553 0.2197
H 1.3764 -2.5086 -3.9848 0.4757
H 2.2841 -1.3054 -3.0489 0.3490
H 1.0562 -0.7800 -4.2164 0.3310
H -1.1298 -2.8129 -3.5236 0.4670
H -1.4091 -1.0698 -3.6661 0.3104
H -1.8715 -1.9217 -2.1804 0.2060
H -1.9056 1.9483 -2.3084 0.2811
H -0.3962 1.5776 -3.1541 0.1753
H -1.1386 3.1763 -3.3305 0.5570
H -1.8904 3.9524 -0.7012 0.3294
H -0.7490 4.9297 -1.6332 0.4422
H -0.3426 4.4567 0.0196 0.3261
H 1.7798 2.2023 -2.0709 0.1958
H 1.8199 3.5611 -0.9296 0.3124
H 1.3504 3.8353 -2.6199 0.4976
H 2.6209 -2.0938 1.5866 0.4031
H 1.0598 -1.5290 2.1872 0.0403
H 2.5064 -1.3713 3.1983 0.4779
H 4.3172 -0.5068 0.7625 0.4215
H 4.3925 0.2738 2.3526 0.4182
H 4.0663 1.2393 0.8996 0.3909
H 0.7299 0.9379 2.5778 -0.4421
H 1.8768 2.1165 1.9089 0.3493
H 2.2916 1.2250 3.3880 0.6406


(2)
54
Properties=species:S:1:pos:R:3:mulliken_charge:R:1 method="wB97M-V/def2-TZVPD" multiplicity=1 charge=+2 relative_energy_ev=0.000
Al -19.6344 -8.9329 -11.6520 1.4629
B -19.8559 -7.2323 -9.2936 0.3144
H -20.1590 -7.8027 -8.3518 0.0829
H -20.8042 -7.4643 -9.9216 -0.0508
H -19.8525 -6.1017 -9.1629 0.0342
H -18.8188 -7.6055 -9.6244 -0.1305
O -21.9127 -7.4237 -12.5049 -0.5533
C -22.8637 -7.2178 -13.2459 0.4245
O -23.8133 -8.1051 -13.5144 -0.3436
C -24.9512 -7.6090 -14.2108 -0.2904
C -24.5778 -6.1319 -14.3986 -0.5486
C -23.1449 -5.9418 -14.0019 -0.3598
H -25.8802 -7.8096 -13.6787 0.3095
H -25.1772 -8.0471 -15.1854 0.2089
H -25.3074 -5.6223 -13.7673 0.2968
H -24.7646 -5.7763 -15.4111 0.3122
H -22.9191 -4.9406 -13.6428 0.3757
H -22.4207 -6.0738 -14.8153 0.2483
O -17.0516 -8.1566 -12.3361 -0.6264
C -16.2694 -7.2480 -12.0862 0.5616
O -16.5951 -6.2540 -11.3286 -0.3311
C -15.6174 -5.2377 -11.2084 -0.3769
C -14.3810 -5.7180 -11.9352 -0.4841
C -14.8190 -7.0901 -12.5023 -0.3642
H -15.5296 -5.0678 -10.1351 0.3054
H -15.9669 -4.2831 -11.6024 0.2673
H -13.5617 -5.8433 -11.2301 0.2497
H -14.1042 -4.9795 -12.6833 0.3042
H -14.2091 -7.8854 -12.0792 0.3327
H -14.7847 -7.0428 -13.5904 0.2944
O -20.8828 -10.1745 -13.8529 -0.4848
C -21.4321 -10.7499 -14.7870 0.3149
O -22.3489 -10.1485 -15.5234 -0.3195
C -22.9644 -11.0876 -16.4839 -0.3919
C -22.2505 -12.4111 -16.2392 -0.7247
C -21.2902 -12.2492 -15.0589 0.1355
H -22.8461 -10.7236 -17.4998 0.3479
H -24.0133 -11.2251 -16.2287 0.2574
H -21.6213 -12.6021 -17.1090 0.2227
H -22.8649 -13.2821 -16.0265 0.3775
H -20.2355 -12.3680 -15.3129 0.3723
H -21.5239 -13.0115 -14.3199 -0.1439
O -19.6057 -11.7580 -11.8363 -0.5370
C -20.0320 -12.8794 -11.6363 0.4586
O -21.0625 -13.0749 -10.7880 -0.3260
C -21.4036 -14.4503 -10.7598 -0.4501
C -20.2408 -15.2513 -11.3028 -0.6067
C -19.5661 -14.2108 -12.2077 -0.3000
H -22.2684 -14.5822 -11.4155 0.2622
H -21.7474 -14.7512 -9.7722 0.3691
H -20.4417 -16.2377 -11.7177 0.3925
H -19.5176 -15.5646 -10.5448 0.2663
H -19.8975 -14.3395 -13.2404 0.1286
H -18.4812 -14.1487 -12.2875 0.4532


(3)
61
Properties=species:S:1:pos:R:3:mulliken_charge:R:1 method="wB97M-V/def2-TZVPD" multiplicity=1 charge=0
C 3.4491 3.2729 1.7885 -1.2393
C 2.3609 2.1433 1.8278 -0.1217
O 1.5491 2.1157 0.6555 -0.2939
C 2.0465 1.2466 -0.3613 -1.7063
C 1.3618 -0.1907 -0.4112 1.8269
C 2.5650 -0.9886 -1.1373 -0.1690
F 3.2234 -0.2090 -2.1116 -0.4461
C 3.6884 -1.4382 -0.1291 -0.8834
C 3.4978 -2.8920 0.4146 -0.8615
O 1.4789 -0.7073 0.9149 -0.1397
S 0.3282 -0.9738 2.0262 0.3523
O 0.5321 -2.3307 2.4919 -0.6069
O -1.2161 -1.0933 1.2725 -0.3202
C -1.5586 0.2721 0.9079 -2.0923
O -0.8237 1.1191 1.7485 -0.4123
O -2.8957 0.4608 1.2520 -0.3228
C -3.2265 0.2159 2.6121 -0.1853
C -4.4196 -0.7909 2.7665 -1.1784
C -1.2857 0.4778 -0.6564 3.8118
C -1.2873 2.0529 -0.8687 -0.5617
C -2.1268 2.6931 -2.0177 0.1198
O -3.0462 3.3503 -1.7308 -0.4262
Br -1.7695 2.6336 -3.9395 -0.1631
P -2.8982 -0.2186 -1.3847 0.8696
O -3.2433 -1.5446 -0.8058 -0.8221
O -4.1984 0.7134 -1.1449 -0.5201
O -2.7986 -0.4779 -3.0001 -0.5837
C 0.0124 -0.2910 -1.2131 0.3483
C 0.2950 0.3085 -2.6473 -2.2821
C -0.2408 -1.7992 -1.5789 -1.5116
O 0.1441 -2.7490 -0.5590 -0.1646
N 0.2048 -3.9916 -1.1970 0.1176
O -0.2012 -4.8314 -0.4907 -0.3293
H 4.2895 2.9729 1.1295 0.2782
H 2.9933 4.2396 1.5067 0.2662
H 3.8295 3.3543 2.8333 0.4123
H 2.7997 1.1509 2.0536 0.2129
H 1.6803 2.4193 2.6667 0.3314
H 3.1289 1.1541 -0.1083 0.5539
H 2.0300 1.7862 -1.3232 0.3734
H 2.2697 -1.9373 -1.6131 0.5138
H 3.9332 -0.6807 0.6356 0.0946
H 4.5996 -1.4949 -0.7751 0.5841
H 3.0703 -2.7965 1.4411 0.2089
H 2.7382 -3.4754 -0.1469 0.1188
H 4.4469 -3.4469 0.5424 0.3866
H -1.2704 1.9641 1.9017 0.4876
H -2.4263 -0.1368 3.2850 0.2709
H -3.6014 1.1748 3.0496 0.3776
H -5.2834 -0.5237 2.1345 0.2549
H -4.0340 -1.8155 2.6096 0.2565
H -4.7023 -0.7300 3.8440 0.4273
H -1.6240 2.5978 0.0351 0.4919
H -0.2675 2.4682 -1.0514 0.4612
H -5.0165 0.1934 -1.1241 0.3932
H -3.3971 -1.1940 -3.2693 0.3403
H -0.5601 0.1504 -3.3337 0.4627
H 0.5394 1.3799 -2.6616 0.4533
H 1.1295 -0.2211 -3.1560 0.5334
H -1.2352 -2.0642 -1.9666 0.7016
H 0.4383 -2.0473 -2.4330 0.6497


(4)
58
Properties=species:S:1:pos:R:3:mulliken_charge:R:1 method="wB97M-V/def2-TZVPD" multiplicity=1 charge=+1
Cd -0.2138 0.6967 -0.6274 1.8847
C 0.5667 0.4749 3.2913 -0.9496
C -0.6562 -0.4430 3.2208 -0.8677
S -0.8405 -1.2389 1.6008 0.0605
C -2.6422 -1.3742 1.5683 -0.6893
C -3.1552 -1.6485 0.1611 -0.8170
S -2.8041 -0.3932 -1.0899 -0.0224
C -4.0277 0.8973 -0.7489 -0.9131
C -3.7977 1.8107 0.4538 -0.7415
S -2.1877 2.6274 0.3851 -0.0623
C -1.8158 2.7855 2.1513 -0.3222
C -0.3229 3.0036 2.3900 -0.9581
S 0.7917 1.6497 1.9452 0.1707
H 1.4827 -0.1159 3.2659 0.3160
H 0.5551 1.0269 4.2323 0.5498
H -1.5748 0.1003 3.4350 0.4414
H -0.5567 -1.2293 3.9688 0.5240
H -3.0560 -0.4536 1.9722 0.0672
H -2.9426 -2.1944 2.2207 0.5102
H -4.2341 -1.8058 0.1789 0.6082
H -2.6964 -2.5500 -0.2418 0.2720
H -4.9980 0.4089 -0.6582 0.5158
H -4.0507 1.4835 -1.6694 0.4343
H -3.8642 1.2630 1.3899 0.3548
H -4.5726 2.5755 0.4624 0.5089
H -2.1699 1.8845 2.6483 0.0450
H -2.3736 3.6357 2.5437 0.4621
H -0.1573 3.2353 3.4425 0.4911
H 0.0399 3.8512 1.8053 0.4440
N -0.9102 1.9493 -2.7236 -0.4862
N 0.3275 2.5491 -3.0552 -0.2848
C 1.1957 2.9828 -2.0067 0.3481
O 2.0179 3.8252 -2.3099 -0.6885
O 1.0430 2.3928 -0.8637 -1.0359
H -1.1938 1.3629 -3.4960 0.2585
H -1.6196 2.6598 -2.5826 0.2753
H 0.2919 3.2341 -3.7953 0.2604
Se 0.1396 -4.2538 -1.2682 0.3145
N 1.5806 -4.2263 -2.2718 -0.8067
C 1.7956 -2.9554 -2.5485 0.6625
C 2.8591 -2.4562 -3.3620 -0.7063
C 2.9402 -1.1182 -3.5284 -0.7335
C 2.0108 -0.2455 -2.8809 -0.2305
N 1.0173 -0.6449 -2.1317 0.3029
C 0.8674 -2.0087 -1.9738 0.0130
N -0.1137 -2.5083 -1.2588 -0.0391
H 3.5623 -3.1416 -3.8184 0.4661
H 3.7225 -0.6776 -4.1322 0.4491
H 2.1202 0.8259 -2.9933 0.2867
C 3.1280 -2.6627 2.1025 -1.1263
S 2.5585 -1.4634 0.8842 0.2880
C 4.0851 -1.2209 -0.0474 -1.1167
H 3.3684 -3.6149 1.6317 0.3677
H 2.3160 -2.8137 2.8149 0.2945
H 3.9994 -2.2755 2.6292 0.3584
H 4.9109 -1.0135 0.6326 0.4653
H 3.9381 -0.3514 -0.6877 0.2170
H 4.3161 -2.0932 -0.6569 0.3089


E
In order: -4033.5097; -1494.9086; -4997.3646; -5610.6679
Unit: hartree
HOMO
In order: -0.43317; -0.57825; -0.34993; -0.41121
Unit: Ha